Entry 1:
A molecular structure, C26H26AuN4O4S. Source: OMol25; level of theory: ωB97M-V/def2-TZVPD.

Geometry as XYZ:
```
62
C26H26AuN4O4S | OMol25 | ωB97M-V/def2-TZVPD
Au -0.27 0.94 -0.33
S 0.21 5.05 1.17
O 0.28 -0.82 -1.21
O -3.84 -0.98 5.02
O 0.30 -0.90 1.56
O 1.51 -2.65 -1.25
N -2.16 0.27 -0.02
N 1.58 1.74 -0.58
N -2.93 0.89 4.05
N -4.29 -0.56 2.84
C -1.78 0.69 6.24
C -1.53 2.65 4.87
C -3.85 -0.35 1.55
C 0.55 3.13 8.02
C 0.82 -1.88 -0.64
C 4.02 2.95 -0.77
C -0.35 2.52 6.98
C 1.74 2.99 -0.07
C 1.67 -2.90 1.50
C 2.58 1.10 -1.19
C -1.75 3.41 0.96
C -0.67 3.20 5.81
C 0.51 -2.15 0.85
C -2.56 0.10 1.25
C -2.96 -0.01 -1.05
C -2.09 1.40 5.08
C -1.44 4.67 1.39
C -3.66 -0.25 4.07
C -0.78 -2.95 0.92
C 3.83 1.68 -1.30
C 0.51 3.51 0.49
C -4.69 -0.64 0.47
C 2.97 3.61 -0.16
C -0.92 1.27 7.17
C -4.24 -0.48 -0.82
C -0.62 2.74 0.45
H 1.43 -3.12 2.54
H -2.22 -0.27 6.42
H 4.63 1.14 -1.79
H -1.60 -2.41 0.45
H 4.99 3.43 -0.85
H -1.03 -3.16 1.96
H -3.11 1.54 3.30
H 1.11 3.97 7.61
H 1.03 -0.77 2.17
H 3.10 4.60 0.25
H -5.69 -1.00 0.66
H -2.55 0.12 -2.04
H -2.10 5.41 1.81
H -0.69 0.71 8.07
H -2.76 3.01 0.99
H -0.03 3.49 8.87
H -4.87 -0.72 -1.67
H 1.26 2.39 8.40
H -0.65 -3.90 0.39
H -1.83 0.28 2.01
H -0.25 4.18 5.63
H 2.59 -2.31 1.46
H 2.35 0.12 -1.59
H -1.76 3.20 3.96
H 1.86 -3.82 0.96
H -5.00 -1.26 2.97
```

The calculation puts the HOMO energy at -10.69 eV. As for the spin multiplicity: 1. For the energy above the lowest of the compared OMol25 structures with the same formula, charge and spin, the calculation gives 0.2 kcal per mole. The orbital gap is 7.11 eV. Its charge is +1.

Partial atomic charges computed with the Löwdin method, in multiples of e: 1.37, 1.09, -0.21, 0.11, -0.08, 0.10, -0.10, -0.04, 0.13, 0.15, 0.00, -0.03, -0.20, -0.05, -0.58, -0.01, -0.28, -0.25, -0.01, -0.06, -0.20, -0.04, -0.52, -0.08, -0.09, -0.22, -0.40, -0.50, 0.00, -0.02, -0.52, 0.03, 0.01, -0.03, -0.02, -0.31, 0.10, 0.10, 0.12, 0.07, 0.13, 0.10, 0.13, 0.08, 0.10, 0.12, 0.13, 0.13, 0.08, 0.12, 0.10, 0.09, 0.12, 0.08, 0.11, 0.11, 0.11, 0.10, 0.12, 0.09, 0.10, 0.16

Entry 2:
5 unconnected molecules or ions with the total composition C5H21NO5 in a non-equilibrium geometry. Source: OMol25; level of theory: ωB97M-V/def2-TZVPD.

Geometry as XYZ:
```
32
C5H21NO5 | OMol25 | ωB97M-V/def2-TZVPD
O 0.28 2.80 -0.66
O -0.08 1.53 -3.01
O -0.19 -0.88 -1.98
O -2.00 3.84 -1.67
O 1.96 1.56 2.00
N -0.52 -0.02 0.90
C -0.14 -1.30 1.54
C 0.00 -2.42 0.55
C 1.17 -1.05 -1.41
C -1.17 -1.59 2.64
C 1.14 -2.24 -0.45
H -1.51 0.03 0.72
H -1.29 -0.77 3.36
H -0.22 1.99 -0.74
H 1.09 -3.16 -1.08
H 0.06 -3.32 1.18
H 1.74 -1.19 -2.33
H -0.81 -0.50 -1.35
H 1.78 2.35 1.46
H -0.30 0.73 1.55
H -2.05 3.59 -0.74
H 1.70 2.05 2.80
H -0.77 1.35 -3.67
H 2.17 -2.29 -0.10
H 0.87 -1.21 1.97
H 1.29 -0.13 -0.87
H -1.09 3.53 -1.87
H 0.71 2.95 -1.51
H -0.94 -2.53 -0.02
H -0.80 -2.43 3.19
H 0.16 0.58 -2.80
H -2.23 -1.82 2.39
```

The calculation puts the HOMO energy at -9.71 eV. As for the spin multiplicity: 1. For the energy above the lowest of the compared OMol25 structures with the same formula, charge and spin, the calculation gives 24.1 kcal per mole. The SMILES is C[C@H](N)CCCO.O.O.O.O. The orbital gap is 10.18 eV. Its charge is 0.

Partial atomic charges computed with the Löwdin method, in multiples of e: -0.07, -0.09, -0.14, -0.09, -0.07, 0.04, -0.44, -0.18, -0.18, -0.08, -0.18, 0.08, 0.07, 0.00, 0.12, 0.12, 0.13, 0.06, 0.03, 0.06, 0.02, 0.05, 0.06, 0.11, 0.15, 0.09, 0.00, 0.04, 0.12, 0.06, 0.02, 0.09

Entry 3:
A gas-phase ion, C6H15IN (charge +1) in a non-equilibrium geometry. Source: OMol25; level of theory: ωB97M-V/def2-TZVPD.

Geometry as XYZ:
```
23
C6H15IN | OMol25 | ωB97M-V/def2-TZVPD
I 0.00 3.03 2.45
N -1.70 0.96 1.07
C 0.71 -0.41 -0.68
C -0.68 -0.91 -1.24
C 0.79 0.92 -0.01
C 1.59 -0.26 -1.90
C -0.26 0.97 1.48
C 0.12 -0.13 2.36
H -1.87 1.30 0.20
H -2.28 1.28 1.86
H 1.72 1.06 0.35
H 1.06 -0.10 2.87
H 2.11 -1.19 -2.33
H 0.40 1.85 -0.52
H -0.13 -1.06 1.94
H 2.44 0.31 -1.68
H -2.00 0.04 0.86
H -1.33 -0.10 -1.30
H 1.18 -1.17 -0.20
H -0.43 -0.21 3.23
H -0.52 -1.24 -2.21
H 0.87 0.27 -2.58
H -0.96 -1.73 -0.66
```

The calculation puts the HOMO energy at -13.55 eV. As for the spin multiplicity: 1. For the energy above the lowest of the compared OMol25 structures with the same formula, charge and spin, the calculation gives 16.0 kcal per mole. The SMILES is CC(C)C[C@](C)([NH3+])I. The orbital gap is 9.58 eV. Its charge is +1.

Partial atomic charges computed with the Löwdin method, in multiples of e: 0.82, 0.18, -0.43, -0.02, -0.08, -0.08, -0.69, -0.13, 0.10, 0.16, 0.07, 0.11, 0.13, 0.13, 0.08, 0.06, 0.13, 0.05, 0.10, 0.06, 0.06, 0.11, 0.07

Entry 4:
4 unconnected molecules or ions with the total composition C26H28NO4S2 in a non-equilibrium geometry. Source: OMol25; level of theory: ωB97M-V/def2-TZVPD.

Geometry as XYZ:
```
61
C26H28NO4S2 | OMol25 | ωB97M-V/def2-TZVPD
S -3.38 7.65 3.67
S -3.22 7.78 6.49
O -4.31 7.18 7.37
O -3.65 8.66 2.55
O -1.89 7.41 3.68
O -2.61 8.93 7.29
N -3.98 8.42 5.10
C 3.79 -3.54 -7.26
C -5.36 3.85 1.26
C 3.18 -4.70 -7.71
C 3.31 -4.98 -3.44
C 3.15 -6.19 -2.75
C 2.23 -4.64 -8.73
C -1.74 2.99 4.16
C -3.43 2.27 2.25
C 0.24 -1.58 3.97
C 1.89 -3.41 -9.29
C 1.64 -2.55 1.77
C 3.86 -5.12 -0.71
C 1.90 -1.27 2.25
C 3.42 -6.25 -1.39
C 3.46 -2.31 -7.82
C 4.02 -3.92 -1.39
C -4.41 6.17 3.25
C -2.46 4.37 4.18
C 3.74 -3.85 -2.76
C -0.02 -2.86 3.49
C -4.14 3.67 2.26
C 0.68 -3.35 2.39
C 1.20 -0.79 3.36
C -2.24 1.91 3.17
C 2.51 -2.24 -8.83
C -3.63 4.77 3.26
H -0.77 -3.48 3.97
H -1.70 0.89 3.16
H 3.94 -1.40 -7.46
H -0.87 2.84 4.88
H -5.98 4.79 1.41
H 2.81 -7.07 -3.28
H -5.35 6.04 3.90
H 2.24 -1.29 -9.26
H 2.18 -2.93 0.91
H -0.31 -1.20 4.83
H 4.54 -3.59 -6.47
H 4.35 -3.03 -0.87
H -5.06 3.82 0.14
H 1.40 0.21 3.73
H 4.08 -5.17 0.35
H 1.75 -5.54 -9.08
H -4.80 6.31 2.17
H 3.10 -4.93 -4.50
H 1.16 -3.36 -10.08
H -2.19 6.88 6.22
H 3.30 -7.19 -0.86
H 2.65 -0.66 1.77
H -3.79 1.43 1.54
H -2.06 5.15 4.92
H 3.85 -2.91 -3.29
H -6.09 2.96 1.40
H 3.43 -5.66 -7.27
H 0.48 -4.35 2.02
```

The calculation puts the HOMO energy at -5.50 eV. As for the spin multiplicity: 1. The orbital gap is 7.23 eV. Its charge is -1.

Partial atomic charges computed with the Löwdin method, in multiples of e: 0.59, 0.60, -0.48, -0.43, -0.41, -0.47, -0.36, -0.10, -0.11, -0.10, -0.09, -0.10, -0.10, -0.07, -0.05, -0.10, -0.10, -0.09, -0.10, -0.09, -0.10, -0.09, -0.10, -0.22, -0.02, -0.09, -0.10, -0.16, -0.10, -0.10, -0.09, -0.10, -0.14, 0.10, 0.07, 0.10, 0.08, 0.06, 0.10, 0.13, 0.10, 0.08, 0.10, 0.10, 0.10, 0.09, 0.10, 0.10, 0.10, 0.09, 0.09, 0.10, 0.05, 0.10, 0.10, 0.09, 0.06, 0.10, 0.08, 0.10, 0.10

Entry 5:
A gas-phase ion, C4H7N3 (charge +2) in a non-equilibrium geometry. Source: OMol25; level of theory: ωB97M-V/def2-TZVPD.

Geometry as XYZ:
```
14
C4H7N3 | OMol25 | ωB97M-V/def2-TZVPD
N -0.15 -0.62 -0.76
N -0.45 1.73 -0.89
N -0.85 1.05 -2.00
C -0.71 -0.21 -1.84
C 0.48 0.91 1.35
C 0.02 -1.94 -0.22
C 0.00 0.85 0.03
H 1.03 -2.31 -0.60
H -0.19 1.35 2.08
H -0.69 -2.73 -0.42
H 1.53 1.25 1.47
H 0.26 -1.90 0.88
H 0.48 -0.09 1.65
H -0.76 2.65 -0.74
```

The calculation puts the HOMO energy (alpha / beta) at -21.42 / -21.25 eV. As for the spin multiplicity: 1. For the energy above the lowest of the compared OMol25 structures with the same formula, charge and spin, the calculation gives 136.7 kcal per mole. The SMILES is Cc1[nH][n+]#c[n+]1C. The orbital gap (alpha / beta) is 6.82 / 6.26 eV. Its charge is +2.

Partial atomic charges computed with the Löwdin method, in multiples of e: 0.08, 0.24, 0.26, 0.20, 0.09, 0.04, 0.04, 0.17, 0.16, 0.13, 0.18, 0.13, 0.08, 0.20

Entry 6:
A molecular structure, C41H36BiCl2N12O6SSe. Source: OMol25; level of theory: ωB97M-V/def2-TZVPD.

Geometry as XYZ:
```
100
C41H36BiCl2N12O6SSe | OMol25 | ωB97M-V/def2-TZVPD
Bi -0.87 0.35 0.24
Se 4.17 1.85 2.62
Cl -0.88 5.05 -2.37
Cl -2.56 7.37 2.20
S -3.44 0.69 -0.21
O -3.51 -3.20 8.73
O 2.06 -0.97 0.61
O -1.58 -0.83 2.21
O -2.70 -2.77 1.91
O -0.89 2.55 -0.78
O -1.89 -1.80 9.01
N -2.30 0.68 -2.68
N 1.29 2.18 1.89
N 3.12 0.10 -3.51
N 3.91 1.88 -2.04
N -2.65 -2.44 8.30
N -4.00 2.19 -2.36
N -1.46 -0.21 -2.03
N -1.68 2.28 1.83
N 2.79 -1.57 1.46
N -0.43 -2.08 -0.52
N 2.24 2.36 -3.75
N 1.64 1.03 -1.80
C 0.23 -3.45 -2.39
C 2.63 1.13 -4.43
C 4.26 0.66 -2.77
C -1.16 -0.57 -5.05
C 1.19 2.04 -2.77
C -1.56 -1.45 6.33
C 2.61 -1.33 2.78
C -2.52 -2.30 6.83
C -1.39 -1.56 -4.09
C -2.07 5.91 1.34
C -1.41 -0.79 -6.39
C -2.29 -2.03 4.11
C 0.16 -2.97 0.29
C 2.41 2.05 2.17
C -1.45 -1.31 4.95
C -3.37 -3.03 6.02
C 2.82 1.56 -1.10
C -3.24 -2.89 4.65
C 0.78 -4.12 -0.15
C 0.82 -4.33 -1.54
C -2.07 2.13 3.07
C -1.92 -2.78 -4.54
C 3.40 2.86 -3.01
C 4.50 -3.13 1.98
C 4.32 -2.92 3.34
C 3.36 -2.00 3.72
C 2.04 -0.17 -2.54
C -1.10 -1.33 -2.66
C -0.45 -2.31 -1.87
C 3.73 -2.46 1.06
C -1.30 4.86 -0.68
C -1.69 6.00 0.03
C -2.20 -1.89 2.58
C -2.49 4.46 3.33
C -2.07 4.66 2.00
C -1.92 -2.01 -6.82
C -1.67 3.52 1.27
C -3.18 1.19 -1.89
C -2.49 3.21 3.87
C -2.18 -3.00 -5.88
C -1.25 3.58 -0.12
H -1.70 6.96 -0.47
H -4.11 -3.68 6.46
H -0.72 -0.65 4.51
H 2.37 -0.92 -1.82
H 1.22 -4.81 0.55
H 3.80 -2.58 -0.01
H 3.19 -1.76 4.77
H -3.57 2.73 -3.11
H 0.91 2.94 -2.23
H 5.24 -3.84 1.61
H 0.29 -3.58 -3.46
H -2.59 -3.95 -6.20
H -2.06 1.11 3.45
H 1.77 0.73 -4.97
H -0.78 0.39 -4.72
H -2.80 5.32 3.92
H 3.42 1.36 -5.15
H 0.13 -2.73 1.34
H 0.30 1.67 -3.28
H -1.21 0.00 -7.11
H 1.34 -5.20 -1.95
H 4.20 3.10 -3.72
H -2.12 -2.18 -7.87
H -2.80 3.03 4.89
H 2.53 2.47 -0.57
H 1.85 -0.59 3.00
H 3.12 3.76 -2.48
H 5.06 0.88 -3.47
H 4.61 -0.08 -2.05
H -2.15 -3.54 -3.81
H -4.40 2.76 -1.63
H 4.92 -3.44 4.07
H 3.16 0.83 -0.37
H -3.87 -3.45 3.97
H 1.18 -0.55 -3.09
H -0.91 -0.91 7.00
```

The calculation puts the HOMO energy (alpha / beta) at -0.79 / -2.68 eV. As for the spin multiplicity: 2. For the energy above the lowest of the compared OMol25 structures with the same formula, charge and spin, the calculation gives 12.5 kcal per mole. The expectation value of S² is 0.77. The orbital gap (alpha / beta) is 3.77 / 5.65 eV. Its charge is -2.

Löwdin population analysis, charges in e, atoms 1 to 99: 1.77, 0.32, 0.67, 0.61, 0.55, 0.05, -0.15, -0.27, 0.04, -0.27, 0.05, -0.01, 0.03, -0.08, -0.08, -0.35, 0.05, -0.17, -0.02, -0.21, -0.01, -0.08, -0.08, -0.05, -0.19, -0.19, -0.04, -0.19, 0.00, -0.05, -0.16, -0.17, -0.62, -0.09, -0.10, -0.18, -0.99, -0.01, 0.00, -0.18, 0.00, -0.10, -0.10, -0.13, -0.05, -0.19, -0.07, -0.09, -0.06, -0.17, -0.25, -0.25, -0.02, -0.57, -0.16, -0.63, -0.04, -0.18, -0.12, -0.16, -0.87, -0.05, -0.10, -0.42, 0.09, 0.11, 0.11, 0.11, 0.09, 0.13, 0.11, 0.08, 0.07, 0.10, 0.10, 0.09, 0.09, 0.11, 0.09, 0.08, 0.11, 0.10, 0.10, 0.09, 0.09, 0.11, 0.09, 0.10, 0.11, 0.12, 0.12, 0.11, 0.12, 0.11, 0.05, 0.09, 0.08, 0.12, 0.10

Entry 7:
2 unconnected molecules or ions with the total composition C3H11NOS2 in a non-equilibrium geometry. Source: OMol25; level of theory: ωB97M-V/def2-TZVPD.

Geometry as XYZ:
```
18
C3H11NOS2 | OMol25 | ωB97M-V/def2-TZVPD
S -0.37 1.51 0.46
S 1.48 1.47 -0.49
O -2.90 -0.78 -3.38
N -0.81 -1.39 -0.55
C -0.02 -1.32 0.66
C -0.27 -0.02 1.40
C 2.59 2.04 0.84
H -0.29 -1.06 -1.35
H 2.03 2.18 1.76
H -0.26 -2.14 1.35
H 3.08 2.98 0.60
H 0.46 0.03 2.22
H 3.34 1.26 0.93
H -1.09 -2.33 -0.79
H -3.47 -0.02 -3.60
H -1.21 -0.02 1.96
H 1.06 -1.47 0.51
H -3.35 -0.92 -2.53
```

The calculation puts the HOMO energy at -8.71 eV. As for the spin multiplicity: 1. For the energy above the lowest of the compared OMol25 structures with the same formula, charge and spin, the calculation gives 7.6 kcal per mole. The SMILES is CSSCCN.O. The orbital gap is 9.48 eV. Its charge is 0.

Partial atomic charges computed with the Löwdin method, in multiples of e: 0.49, 0.43, -0.07, -0.02, -0.37, -0.59, -0.46, 0.06, 0.02, 0.11, 0.03, 0.07, 0.02, 0.07, 0.03, 0.07, 0.09, 0.03